<1>
CBrClFO2S | wB97M-V/def2-TZVPD

Geometry as XYZ:
```
7
Properties=species:S:1:pos:R:3:nbo_charge:R:1
F -0.82691 0.21257 1.73296 -0.415
Cl -0.38648 2.06809 0.05893 -0.036
O 1.98849 -0.72473 0.55688 -0.994
S 0.89074 -1.03296 -0.33991 1.550
C -0.55440 0.34467 0.29899 -0.048
O 1.01375 -0.48552 -1.73779 -1.009
Br -2.12518 -0.38212 -0.57005 -0.048
```

Summary:
Kohn-Sham gap   7.6 eV
Total charge   -1
HOMO   -4.3 eV



<2>
CBrClFO2S | wB97M-V/def2-TZVPD

Geometry as XYZ:
```
7
Properties=species:S:1:pos:R:3:nbo_charge:R:1
F 0.88073 -0.16692 -1.74164 -0.387
O -0.96653 -0.92716 1.68412 -0.984
O -2.21778 0.05751 -0.19199 -0.990
Br 2.14338 -0.50289 0.62200 -0.015
Cl 0.57967 2.17668 -0.24818 -0.237
S -1.11659 -0.81874 0.28798 1.575
C 0.69711 0.18152 -0.41230 0.038
```

Summary:
Kohn-Sham gap   7.3 eV
Total charge   -1
HOMO   -4.1 eV



Unit: eV. Relative energies: <1> 0.000; <2> 0.346.



<1>
C3H7NOS2 | wB97M-V/def2-TZVPD

Geometry as XYZ:
```
14
Properties=species:S:1:pos:R:3:nbo_charge:R:1
S -0.84031 2.43909 1.52053 -0.103
C 0.35445 1.00282 0.82067 -0.257
H -1.01646 -0.02218 -1.70411 0.220
H 0.49961 -0.82837 -2.20812 0.249
S 0.89578 1.23607 -0.98940 1.216
N -0.35300 -0.20764 0.98323 -0.634
C -0.01448 -0.31788 -1.39936 -0.629
H -1.35395 -0.04533 1.02996 0.369
H 0.98436 -1.50575 0.09229 0.210
C -0.01892 -1.11294 -0.09333 -0.237
H 1.27341 1.06444 1.40126 0.225
O 2.31624 0.88936 -0.93256 -0.981
H -0.72757 -1.94120 -0.11060 0.217
H 0.06719 3.40523 1.41875 0.137
```

Summary:
Kohn-Sham gap   9.6 eV
HOMO   -9.0 eV



<2>
C3H7NOS2 | wB97M-V/def2-TZVPD

Geometry as XYZ:
```
14
Properties=species:S:1:pos:R:3:nbo_charge:R:1
H -0.13461 -0.87960 1.65301 0.297
H -0.78602 1.05174 -2.55167 0.420
S 2.13386 -0.81538 2.41373 0.286
H 2.08954 0.59626 0.00244 0.256
C 0.83352 -0.89099 1.08569 -0.571
S -2.21706 0.75670 0.89674 -0.334
C 1.01007 0.33884 0.15410 -0.523
H -1.36593 0.73972 -0.60393 0.345
H 0.92354 -1.84287 0.48421 0.273
H -3.26829 0.04265 0.55902 0.130
H 0.35970 1.13457 0.62931 0.241
O 0.71270 -0.97951 -1.93160 -0.618
N -0.68259 0.72372 -1.57815 -0.852
C 0.39155 0.02416 -1.21289 0.649
```

Summary:
Kohn-Sham gap   3.6 eV
HOMO   -8.8 eV



Unit: eV. Relative energies: <1> 0.000; <2> 4.692.



<1>
C10H10N2O | wB97M-V/def2-TZVPD

Geometry as XYZ:
```
23
Properties=species:S:1:pos:R:3:nbo_charge:R:1
C 1.60729 0.48674 -0.26064 -0.085
N -3.50886 0.08531 0.29374 -0.410
C -1.68040 -1.56315 -0.12699 -0.260
C -2.99162 -1.19558 0.00879 0.018
C 3.19715 0.36658 -0.20648 -0.229
H 3.51778 1.41886 -0.01142 0.198
H -2.95271 2.17715 0.41321 0.200
H 1.66053 2.67045 -0.36124 0.213
C 0.75367 -0.54143 -0.21717 0.279
H -0.83987 2.94467 -0.07806 0.209
C -2.67850 1.10667 0.21433 0.082
H 0.47358 -2.66810 0.60444 0.387
H -3.68053 -2.01507 -0.21620 0.197
H 3.60003 0.24249 -1.29557 0.204
H 3.52153 -0.24123 1.66512 0.359
N 3.76191 -0.57044 0.75415 -0.832
C -0.76803 -0.47152 -0.04540 -0.054
O 1.31125 -1.76473 -0.41768 -0.609
H -1.43947 -2.67496 -0.09473 0.229
C -1.30967 0.87127 -0.00825 -0.097
C 0.99281 1.81388 -0.20878 -0.188
H 3.38707 -1.55982 0.54305 0.386
C -0.37425 1.99644 -0.00981 -0.196
```

Summary:
Kohn-Sham gap   6.9 eV
HOMO   -8.4 eV



<2>
C10H10N2O | wB97M-V/def2-TZVPD

Geometry as XYZ:
```
23
Properties=species:S:1:pos:R:3:nbo_charge:R:1
H -0.56667 3.75016 0.09000 0.224
H -1.69580 -1.54497 -1.56592 0.198
N -0.47008 2.44978 -2.41447 -0.803
H 1.54345 -1.59789 3.33577 0.212
H 0.70928 0.78837 3.18797 0.213
H -0.85652 -2.81198 -2.74019 0.205
H -1.57021 -3.34953 -1.01414 0.177
C -0.07029 2.00741 1.16148 -0.112
C 0.77520 0.13216 2.31405 -0.211
H -0.01727 2.63223 2.14234 0.217
C 0.39628 0.62978 1.09353 -0.115
C 0.00289 -0.17591 -0.02082 0.134
C 0.39342 -1.63414 0.08700 0.316
N -0.28631 0.52065 -1.14062 -0.510
H -0.35937 1.71688 -3.18507 0.408
C -0.37801 1.87986 -1.16266 0.402
C -0.99336 -2.53914 -1.59914 -0.264
C 1.01613 -2.09361 1.22395 -0.275
O 0.26664 -2.36119 -0.99705 -0.517
C 1.02830 -1.24076 2.37602 -0.207
H 0.02905 3.31224 -2.52883 0.387
C -0.31714 2.65905 0.03373 -0.314
H 1.42039 -3.12944 1.32308 0.235
```

Summary:
SMILES   COc1cccc2ccc(N)nc12
Kohn-Sham gap   8.3 eV
HOMO   -7.6 eV



Unit: eV. Relative energies: <1> 2.641; <2> 0.000.